Below is a molecular structure, C19H25AsF6I2N4OSY, with properties calculated with ωB97M-V/def2-TZVPD.

Structure (XYZ):
```
60
Properties=species:S:1:pos:R:3:nbo_charge:R:1
Y -0.18 0.20 0.23 1.925
I 4.09 0.65 6.78 0.413
C 2.84 0.13 5.25 -0.112
C 1.50 -0.21 5.52 -0.261
C 0.66 -0.56 4.50 -0.210
I -1.29 -1.09 4.86 0.342
C 1.14 -0.55 3.14 0.506
O 0.38 -0.81 2.16 -0.757
C 2.53 -0.24 2.89 -0.106
C 3.04 -0.37 1.48 -0.224
N 2.33 0.49 0.51 -0.685
C 2.55 1.93 0.80 -0.263
C 1.89 2.76 -0.27 0.216
C 2.44 3.97 -0.68 -0.227
C 1.77 4.71 -1.64 -0.103
C 0.59 4.22 -2.17 -0.232
C 0.12 3.01 -1.71 0.091
N 0.75 2.28 -0.77 -0.576
C 3.34 0.10 3.92 -0.188
H 1.15 -0.20 6.54 0.263
H 2.93 -1.41 1.15 0.218
H 4.11 -0.15 1.47 0.219
H 2.74 0.32 -0.41 0.396
H 3.62 2.16 0.86 0.218
H 2.11 2.16 1.77 0.241
H 3.37 4.32 -0.25 0.242
H 2.17 5.66 -1.98 0.250
H 0.04 4.76 -2.92 0.252
H -0.80 2.61 -2.10 0.210
H 4.38 0.33 3.75 0.246
C -2.01 -2.38 0.24 -0.236
C -0.76 -3.12 -0.21 -0.244
N 0.42 -2.22 -0.30 -0.705
C 1.23 -2.45 -1.51 -0.223
C 0.54 -1.97 -2.78 -0.538
S -0.03 -0.24 -2.64 0.229
C -1.83 -0.38 -2.89 -0.512
C -2.52 -1.35 -1.95 -0.245
N -2.17 -1.12 -0.53 -0.712
H -2.88 -3.03 0.15 0.227
H -1.92 -2.10 1.30 0.238
H -0.57 -3.94 0.48 0.236
H -0.92 -3.59 -1.18 0.208
H 1.01 -2.42 0.51 0.403
H 2.17 -1.90 -1.38 0.204
H 1.49 -3.50 -1.63 0.225
H 1.23 -2.02 -3.61 0.266
H -0.32 -2.59 -3.03 0.236
H -2.20 0.64 -2.74 0.247
H -2.02 -0.64 -3.93 0.260
H -3.60 -1.26 -2.09 0.239
H -2.27 -2.37 -2.22 0.206
H -2.93 -0.60 -0.10 0.418
F -1.89 1.81 -0.08 -0.643
As -2.23 2.19 1.67 2.863
F -3.89 2.17 1.35 -0.566
F -1.98 3.82 1.35 -0.562
F -2.35 2.33 3.35 -0.564
F -2.20 0.40 1.76 -0.620
F -0.43 1.95 1.81 -0.636
```

Summary:
2S+1: 2
HOMO-LUMO gap (spin up / spin down): 0.329 / 0.213 hartree
relative energy (zero: lowest compared OMol25 entry of this formula, charge and spin): 0.00 kcal/mol
net charge: +2